(1)
The following is a DFT calculation (wB97M-V/def2-TZVPD) of a structure of composition C14H49BO15.

Values from the calculation:
- Kohn-Sham gap (eV) = 8.2
- HOMO energy (eV) = -7.78
- ΔE to the lowest compared entry with this formula, charge and spin (kcal/mol) = 853.3

Positions of all 79 atoms, in Å:
O (-12.531, 6.750, 31.861)
H (-11.635, 6.682, 31.524)
H (-13.062, 7.278, 31.261)
H (-12.581, 7.144, 32.735)
B (-13.373, 8.035, 30.412)
H (-12.332, 7.824, 30.222)
H (-13.947, 7.121, 30.414)
H (-13.536, 8.541, 31.350)
H (-13.784, 8.616, 29.600)
C (-11.167, 7.841, 34.633)
C (-11.924, 9.100, 34.840)
O (-13.300, 8.801, 35.143)
O (-11.509, 7.425, 33.343)
H (-11.417, 7.014, 35.298)
H (-10.106, 8.092, 34.604)
H (-11.881, 9.839, 34.040)
H (-11.492, 9.650, 35.676)
H (-13.834, 9.410, 34.628)
H (-10.977, 7.923, 32.717)
C (-15.460, 9.892, 32.100)
C (-16.156, 9.282, 30.844)
O (-15.364, 9.022, 29.751)
O (-14.312, 9.260, 32.641)
H (-16.153, 9.868, 32.941)
H (-15.220, 10.944, 31.947)
H (-16.825, 10.017, 30.396)
H (-16.891, 8.497, 31.020)
H (-14.619, 8.485, 30.030)
H (-13.737, 8.823, 32.009)
C (-11.473, 8.540, 27.959)
C (-12.671, 7.603, 27.547)
O (-12.860, 6.740, 28.650)
O (-11.731, 9.159, 29.177)
H (-11.365, 9.385, 27.280)
H (-10.494, 8.062, 27.984)
H (-12.193, 7.131, 26.688)
H (-13.500, 8.267, 27.302)
H (-13.136, 7.191, 29.451)
H (-12.036, 8.522, 29.828)
C (-15.061, 2.862, 31.303)
C (-15.007, 4.374, 31.841)
O (-13.663, 4.955, 31.774)
O (-15.357, 2.937, 29.859)
H (-15.926, 2.399, 31.779)
H (-14.135, 2.357, 31.579)
H (-15.297, 4.328, 32.891)
H (-15.737, 5.067, 31.423)
H (-13.889, 5.844, 31.489)
H (-15.721, 2.137, 29.475)
C (-9.808, 5.846, 32.422)
C (-9.852, 6.172, 30.927)
O (-11.075, 6.883, 30.640)
O (-8.998, 6.855, 32.977)
H (-9.153, 4.976, 32.480)
H (-10.684, 5.545, 32.997)
H (-9.996, 5.279, 30.319)
H (-8.965, 6.555, 30.423)
H (-11.058, 7.194, 29.732)
H (-8.807, 6.629, 33.890)
C (-10.446, 10.133, 30.683)
C (-11.164, 9.327, 31.787)
O (-10.152, 8.760, 32.680)
O (-9.967, 9.331, 29.636)
H (-9.513, 10.575, 31.033)
H (-11.064, 10.943, 30.294)
H (-11.879, 8.629, 31.353)
H (-11.782, 9.941, 32.442)
H (-9.581, 8.226, 32.123)
H (-10.569, 9.330, 28.888)
C (-16.178, 7.213, 33.279)
C (-14.876, 6.335, 33.319)
O (-14.387, 6.663, 31.978)
O (-17.006, 6.940, 32.103)
H (-16.035, 8.236, 33.627)
H (-16.804, 6.963, 34.135)
H (-15.090, 5.296, 33.567)
H (-14.249, 6.682, 34.141)
H (-15.232, 6.786, 31.539)
H (-17.901, 7.230, 32.297)

Atomic forces in eV per Å
O -1.3342 -3.8134 3.5150
H -1.5523 -0.5901 2.0150
H 1.2533 -2.8465 2.1338
H -0.4720 -0.1085 1.6633
B -1.3171 5.2557 -2.2540
H -0.6586 -2.4558 2.0009
H -1.5746 -1.8720 -1.0384
H 2.1708 -1.4251 -5.5409
H 3.1622 1.5146 -2.7593
C 0.2042 0.3881 -0.9226
C -1.0504 1.0342 2.2846
O 0.6611 0.0106 0.2101
O -1.9317 -2.9831 8.0343
H -0.0159 0.3740 0.4371
H -0.0323 -0.2631 0.7938
H 0.1630 -0.6330 -0.0038
H 0.0241 0.0128 0.4995
H -0.1757 -0.1553 -0.3743
H 0.2367 -0.5514 0.8477
C -0.1037 0.1282 -0.2874
C -1.8629 1.5951 -0.2355
O -3.6340 1.1883 -0.6079
O -1.8837 2.2706 3.7577
H -0.4967 0.2907 -0.2666
H -0.0039 0.1193 -0.4061
H -0.2369 0.9668 0.8241
H 0.8861 -0.0324 0.3602
H -2.6575 0.0131 -0.1621
H -1.6545 2.3459 4.4239
C -3.1160 -0.3457 -2.2039
C 2.7419 1.3239 1.0827
O 1.0587 -2.7168 -4.6408
O -9.4667 1.9458 -6.1312
H -0.0540 -0.1621 -0.6852
H 0.1047 -0.8560 -0.1409
H -1.0159 -0.8044 -0.2041
H -0.3175 -0.4217 -0.0675
H -0.3726 -1.6349 -2.4967
H 0.4235 1.8820 -0.9745
C -1.4297 2.4844 -1.1416
C 2.3235 -3.3179 -1.0887
O 0.2956 -12.5794 -0.5788
O 0.8163 0.3149 0.9707
H 0.0796 -0.2397 0.2005
H 0.0449 0.0011 -0.3650
H -0.2224 -1.8556 -0.8745
H -0.2797 -0.8644 -0.6157
H 1.4186 -2.1949 -1.5690
H 0.1184 -0.2815 0.4988
C 2.9617 -1.9360 -1.0309
C -1.2836 -2.1503 -1.1523
O 10.7157 0.0312 -7.1267
O 1.0037 -0.6872 1.0868
H -0.1051 -0.6307 -0.3829
H -0.2323 0.5530 -0.6950
H 0.0874 -0.7433 0.5506
H 0.1262 1.0039 0.9601
H 0.4750 -0.5549 -0.5329
H 0.1296 0.1004 0.0932
C 0.9933 0.3597 -0.0870
C 1.1329 3.2763 -0.6621
O 2.5119 5.7825 -4.2989
O 10.6867 0.6539 3.3165
H -0.3225 0.2715 0.8660
H -0.1931 -0.0188 0.1671
H 1.6554 0.7422 1.2689
H 0.2883 0.3863 -0.5461
H 1.0391 0.5590 -0.0603
H 2.7911 1.8994 1.5394
C -1.3231 -1.4108 2.9714
C -1.8411 2.9550 0.6070
O -12.2194 8.5099 6.2431
O 1.1370 -0.3655 1.1699
H 0.5168 0.0946 -1.5218
H -0.1281 -1.0129 0.2896
H 0.3150 1.6233 0.0463
H 0.4492 0.6867 -0.5638
H -0.6060 0.5871 -0.4626
H -0.0258 -0.0210 0.0306

---

(2)
The following is a DFT calculation (wB97M-V/def2-TZVPD) of the molecule C4H11NS2.

Values from the calculation:
- SMILES = CCSSCCN
- Kohn-Sham gap (eV) = 7.9
- HOMO energy (eV) = -8.08
- ΔE to the lowest compared entry with this formula, charge and spin (kcal/mol) = 66.3

Positions of all 18 atoms, in Å:
N (-3.491, 1.394, 1.255)
C (-2.022, 1.728, 0.851)
C (-0.902, 1.066, 1.723)
S (-0.826, -0.716, 1.098)
S (0.676, -0.554, -0.400)
C (2.040, -1.745, -1.053)
C (2.755, -1.430, -2.357)
H (-3.524, 1.859, 2.166)
H (-3.344, 0.318, 1.306)
H (-1.718, 2.834, 0.861)
H (-2.007, 1.274, -0.098)
H (-1.164, 1.131, 2.830)
H (0.131, 1.510, 1.310)
H (1.631, -2.690, -1.171)
H (2.866, -1.670, -0.315)
H (3.133, -0.392, -2.532)
H (3.641, -2.087, -2.307)
H (2.125, -1.833, -3.166)

Atomic forces in eV per Å
N 3.3510 -0.7157 -0.1236
C -0.4566 1.0275 1.6354
C 0.9733 0.0509 -1.8883
S 0.5159 -0.8036 0.8722
S 0.1302 1.7300 -1.9417
C 1.5049 1.6079 2.5578
C -0.4809 0.2725 -0.6997
H -0.6551 -0.9871 0.1555
H -1.0603 2.2655 0.6107
H -1.2753 -1.3206 -0.3198
H 0.7333 0.1237 -1.5005
H 0.9324 -0.2165 -1.3628
H -2.0941 -0.7897 1.6364
H -0.6633 -1.8297 0.3362
H -0.9182 -0.6287 0.0922
H -0.6694 -0.8075 0.1915
H -0.2576 0.2860 -0.0897
H 0.3899 0.7351 -0.1617

---

(3)
The following is a DFT calculation (wB97M-V/def2-TZVPD) of a cluster of 2 separate species, C27H35FNO2Si2 in total.

Values from the calculation:
- total charge = +1
- Kohn-Sham gap (eV) = 4.5
- HOMO energy (eV) = -10.34

Positions of all 68 atoms, in Å:
C (-2.990, -3.154, 1.812)
Si (-2.708, -1.319, 1.623)
C (-2.790, -0.804, -0.162)
C (-3.844, -0.321, 2.712)
O (-1.167, -0.965, 2.253)
N (-0.015, -0.962, 1.389)
O (0.981, -1.499, 2.187)
Si (0.699, -1.653, 3.913)
C (-0.491, -3.047, 4.274)
C (2.443, -2.124, 4.403)
C (0.224, 0.014, 4.624)
C (0.335, 0.404, 1.131)
C (-0.577, 1.363, 0.809)
C (1.772, 0.587, 1.259)
C (2.299, 1.783, 1.781)
C (3.625, 1.813, 2.232)
C (4.446, 0.699, 2.031)
C (3.961, -0.445, 1.382)
C (2.628, -0.490, 0.979)
H (-3.918, -3.399, 1.272)
H (-2.169, -3.743, 1.376)
H (-3.107, -3.453, 2.864)
H (-3.409, -1.545, -0.694)
H (-3.268, 0.178, -0.282)
H (-1.794, -0.778, -0.627)
H (-4.877, -0.430, 2.348)
H (-3.812, -0.657, 3.756)
H (-3.585, 0.748, 2.690)
H (-0.072, -3.653, 5.092)
H (-1.475, -2.692, 4.603)
H (-0.631, -3.706, 3.406)
H (2.509, -2.393, 5.468)
H (2.788, -2.986, 3.813)
H (3.142, -1.295, 4.221)
H (0.396, 0.005, 5.715)
H (0.844, 0.822, 4.210)
H (-0.831, 0.271, 4.461)
H (-0.203, 2.364, 0.611)
H (-1.633, 1.138, 0.829)
H (1.605, 2.615, 1.920)
H (3.992, 2.709, 2.738)
H (5.482, 0.716, 2.377)
H (4.582, -1.320, 1.197)
H (2.267, -1.320, 0.378)
F (1.599, 5.687, -2.293)
C (0.995, 4.498, -2.608)
C (0.353, 3.792, -1.593)
C (-0.291, 2.620, -1.942)
C (-0.123, 2.009, -3.206)
C (-0.535, 0.660, -3.335)
C (-0.444, -0.049, -4.570)
C (-1.464, -0.966, -4.940)
C (-1.552, -1.446, -6.240)
C (-0.587, -1.095, -7.198)
C (0.517, -0.316, -6.808)
C (0.624, 0.139, -5.498)
C (0.438, 2.832, -4.238)
C (1.021, 4.054, -3.929)
H (0.358, 4.167, -0.574)
H (-0.925, 2.095, -1.235)
H (-1.064, 0.183, -2.509)
H (-2.222, -1.225, -4.202)
H (-2.384, -2.089, -6.535)
H (-0.683, -1.428, -8.234)
H (1.284, -0.048, -7.539)
H (1.511, 0.696, -5.183)
H (0.419, 2.496, -5.271)
H (1.497, 4.656, -4.697)

Atomic forces in eV per Å
C -0.2529 0.0102 -0.2183
Si 0.5420 -0.3763 0.7537
C -0.3189 -0.0798 -0.5892
C -0.1567 0.0466 -0.1391
O -0.2747 0.3422 -0.8469
N -1.0254 0.1251 0.7517
O -0.8159 -1.5296 1.5764
Si 0.2565 0.3423 -0.8713
C 0.0256 -0.1714 0.3478
C 0.0920 -0.0090 0.0255
C -0.0848 0.0430 0.5074
C -1.1343 1.1517 -0.6069
C 1.3211 -1.2348 0.8047
C 1.2266 1.0724 -0.4203
C -0.1727 -0.8598 0.2698
C -0.1409 0.0403 -0.4308
C 0.0412 -0.0537 0.1657
C -0.4855 0.3217 -0.2385
C 1.1018 0.7467 -0.5770
H 0.2130 -0.1535 0.1919
H -0.2300 0.1759 0.0700
H 0.0204 0.1245 -0.3292
H 0.1798 0.2570 0.0318
H 0.1011 -0.2088 -0.0146
H -0.2056 -0.1015 0.1820
H 0.1860 0.0618 0.1742
H 0.0062 0.0353 -0.2238
H -0.0588 -0.2494 -0.0132
H -0.1541 0.0678 -0.1950
H 0.1802 -0.0166 -0.1197
H 0.1058 0.2117 0.2036
H -0.0503 0.0573 -0.2711
H -0.0901 0.1815 0.1699
H -0.1996 -0.1810 0.0288
H -0.0094 0.0256 -0.3148
H -0.0900 -0.2416 0.0384
H 0.3192 -0.1356 -0.0161
H -0.2797 -0.2989 0.2166
H 0.0607 0.3569 0.0787
H 0.3833 -0.1714 0.2427
H 0.0261 -0.3218 -0.2346
H -0.3404 0.0381 -0.0514
H 0.0459 0.3710 0.0621
H 0.1220 0.0427 0.3716
F -0.8809 -1.8006 -0.5592
C 0.7083 1.0255 0.7125
C -0.2893 -0.0116 -0.1868
C 0.2452 -0.1118 0.4804
C -0.1832 0.1716 -0.1307
C -0.2503 0.9543 -1.0649
C 0.7814 -0.9641 -0.5917
C -0.0272 0.2379 0.2004
C 0.0471 -0.0635 -0.2119
C 0.1143 0.3474 0.5414
C -0.1015 -0.1358 0.1387
C -0.3942 0.5329 -0.2351
C 0.4741 0.1140 0.1394
C -0.2401 -0.5139 -0.4789
H -0.1727 0.0895 -0.2282
H 0.4011 0.0898 0.0185
H 0.0134 0.2270 -0.0314
H 0.0578 0.0538 -0.2098
H 0.2749 0.2045 0.1982
H 0.0277 0.0544 0.3851
H -0.1690 -0.2594 0.3170
H -0.2882 -0.2764 -0.1395
H 0.0266 0.1943 0.2553
H -0.1611 -0.0148 0.1378

---

(4)
The following is a DFT calculation (wB97M-V/def2-TZVPD) of a structure of composition C18H41O2P3Pb.

Values from the calculation:
- total charge = +4
- Kohn-Sham gap (alpha / beta) (eV) = 5.5 / 3.0
- HOMO energy (alpha / beta) (eV) = -19.72 / -19.60
- ΔE to the lowest compared entry with this formula, charge and spin (kcal/mol) = 49.8

Positions of all 65 atoms, in Å:
Pb (-0.550, 0.129, 0.789)
P (1.665, 1.054, 2.489)
P (-1.030, 2.829, -0.011)
P (1.964, -0.351, -0.370)
H (-1.331, -4.711, 1.813)
C (-0.245, -4.788, 1.654)
C (0.624, -4.389, 2.603)
H (0.245, -3.853, 3.473)
C (1.164, 1.364, 4.231)
C (2.581, 2.613, 2.151)
C (3.090, -0.055, 2.845)
C (-2.438, 2.638, -1.176)
C (-1.707, 4.206, 0.990)
C (0.103, 3.771, -1.096)
C (2.674, -1.981, 0.096)
C (3.373, 0.716, -0.857)
C (1.411, -0.832, -2.029)
H (0.087, -5.369, 0.785)
H (1.704, -4.532, 2.509)
H (0.835, 0.431, 4.711)
H (0.352, 2.100, 4.290)
H (2.024, 1.758, 4.790)
H (1.893, 3.465, 2.188)
H (3.047, 2.601, 1.160)
H (3.365, 2.759, 2.909)
H (2.721, -1.013, 3.229)
H (3.738, 0.405, 3.608)
H (3.702, -0.267, 1.960)
H (-2.600, 3.590, -1.708)
H (-3.346, 2.389, -0.615)
H (-2.233, 1.822, -1.890)
H (-2.452, 4.782, 0.412)
H (-0.892, 4.872, 1.300)
H (-2.190, 3.785, 1.886)
H (-0.424, 4.598, -1.603)
H (0.533, 3.101, -1.844)
H (0.919, 4.175, -0.483)
H (2.891, -2.499, -0.848)
H (1.949, -2.580, 0.667)
H (3.600, -1.883, 0.672)
H (3.800, 0.295, -1.775)
H (4.155, 0.779, -0.093)
H (3.005, 1.726, -1.077)
H (2.295, -1.168, -2.592)
H (0.936, -0.002, -2.565)
H (0.691, -1.653, -1.954)
C (-1.849, -1.462, -3.545)
C (-3.035, -1.145, -4.247)
C (-3.527, -2.050, -5.198)
C (-2.779, -3.179, -5.549)
C (-1.521, -3.384, -4.970)
C (-1.022, -2.490, -4.013)
O (-1.521, -0.887, -2.328)
H (-2.175, -0.216, -2.060)
H (-3.580, -0.229, -4.030)
H (-4.490, -1.869, -5.678)
H (-3.185, -3.897, -6.265)
H (-0.920, -4.242, -5.267)
H (-0.012, -2.608, -3.615)
C (-3.012, -0.025, 3.443)
O (-1.675, 0.444, 3.189)
H (-3.573, 0.048, 2.507)
H (-3.521, 0.598, 4.191)
H (-2.980, -1.072, 3.789)
H (-1.323, 0.838, 4.020)

Atomic forces in eV per Å
Pb 0.8333 0.9239 1.1001
P 0.4926 0.6233 1.5778
P -0.7042 1.5102 -1.2305
P 0.4589 -0.3486 -1.3102
H 0.4603 0.1438 -0.1533
C -2.3774 -2.0742 -2.1156
C 2.0457 1.4257 2.2324
H 0.2212 -0.1739 0.0325
C -0.2995 -0.0422 0.0475
C -0.3751 0.1575 -0.5607
C -0.0933 -0.5361 -0.3613
C -0.1285 -0.6973 0.1486
C 0.0003 -0.4273 0.9962
C 0.6425 -0.3999 0.2155
C 0.1559 0.0428 0.0179
C 0.0562 0.1339 0.2209
C -0.0485 -0.1009 -0.5343
H -0.0781 0.3894 0.1330
H -0.2518 -0.1541 0.1020
H 0.1170 0.2071 -0.1113
H 0.2192 -0.0556 -0.0253
H -0.2319 -0.1040 -0.1457
H 0.1285 -0.1147 0.0449
H -0.0433 0.0034 0.2091
H -0.2815 -0.1620 -0.1552
H 0.1277 0.1440 0.0232
H -0.3210 -0.0427 -0.2414
H -0.1157 0.2085 0.2827
H 0.1039 -0.4464 0.1183
H 0.0719 0.0484 -0.1453
H -0.1098 0.4598 -0.0150
H 0.4008 -0.3618 0.1106
H -0.2244 -0.1734 -0.0051
H 0.0517 0.3993 -0.2313
H 0.0875 -0.3819 0.3473
H 0.0420 0.1518 -0.1001
H -0.1235 0.0077 -0.2421
H 0.0504 -0.0003 0.3632
H 0.1447 0.1157 -0.0700
H -0.2449 -0.1076 -0.0964
H 0.0089 0.0798 0.2373
H -0.1753 0.0161 -0.1146
H 0.1023 -0.1889 0.0269
H -0.3055 0.0616 0.0022
H 0.1451 -0.1425 0.0777
H 0.2514 0.1939 0.0546
C -0.0840 0.8060 1.6480
C -1.2759 -0.6553 -1.0752
C -0.1132 1.9503 0.9871
C -0.4982 -0.5502 -0.2230
C 1.7286 0.7002 1.2426
C 0.4460 -1.8514 -1.0836
O -0.6659 -0.5101 -2.0419
H -0.1163 -0.2496 -0.4202
H -0.0755 -0.2098 0.1195
H 0.3068 0.0555 0.1412
H 0.1890 0.2186 0.1270
H -0.0806 0.2516 0.0126
H -0.4865 -0.1415 -0.0603
C -0.4920 -0.3176 0.2019
O 0.4999 0.5540 0.7432
H 0.0550 -0.0874 0.1392
H 0.2047 -0.1972 -0.2164
H -0.1245 0.4403 -0.1081
H -0.3039 -0.4179 -0.8912

---

no.,M (g mol⁻¹),DFT total energy (a.u.)
1,468.3,-1714.67657
2,137.3,-1010.03265
3,480.8,-1933.63853
4,589.6,-2076.18962